Entry from the OMol25 dataset: 2 unconnected molecules or ions with the total composition CH2ClN3S at a distorted geometry (ωB97M-V/def2-TZVPD).

## Properties
net charge = 0
relative energy (zero: lowest compared OMol25 entry of this formula, charge and spin) = 0.684 eV
orbital gap = 9.01 eV

Cartesian coordinates (Å):
Cl -1.55 0.71 1.83
C -0.59 0.97 -1.14
H 2.39 -0.93 -0.29
N 1.55 -1.41 -0.03
H -1.09 -0.35 2.34
N 0.42 -1.00 0.05
S -1.23 1.84 -2.20
N 0.09 0.18 -0.56

Okay, here come the Löwdin numbers, in e, for every atom:
1. Cl 0.3557
2. C -0.8853
3. H 0.0680
4. N 0.0738
5. H -0.2456
6. N -0.0862
7. S 0.7617
8. N -0.0422